Record 1
Formula: C36H30AsNPPtS
Source: OMol25
Level of theory: ωB97M-V with the def2-TZVPD basis set

Results
LUMO energy in eV: -2.322
Net charge: +1
Gap between HOMO and LUMO in eV: 7.7
Calculated total energy in eV: -123516.0920

The geometry in XYZ format:
```
71
C36H30AsNPPtS, DFT ωB97M-V with the def2-TZVPD basis set
Pt 0.0907 -0.0083 0.1190
N -0.2422 -0.8723 -1.8080
C 0.6882 -1.9347 -2.2059
C 0.7108 -2.3712 -3.5211
C 1.6078 -3.3590 -3.8947
C 2.4774 -3.9051 -2.9585
C 2.4459 -3.4643 -1.6468
C 1.5439 -2.4755 -1.2584
P 1.4452 -1.8162 0.4292
C 0.7164 -3.1080 1.4591
C 0.3043 -4.3328 0.9425
C -0.2573 -5.2847 1.7836
C -0.4030 -5.0173 3.1356
C 0.0037 -3.7929 3.6525
C 0.5585 -2.8373 2.8192
C 3.1417 -1.6050 0.9974
C 3.7934 -0.4066 0.7152
C 5.1160 -0.2347 1.0909
C 5.7849 -1.2524 1.7567
C 5.1337 -2.4430 2.0509
C 3.8119 -2.6220 1.6747
H -1.1949 -1.2325 -1.8239
H -0.2019 -0.1319 -2.5064
H 0.0384 -1.9371 -4.2517
H 1.6341 -3.6967 -4.9218
H 3.1829 -4.6691 -3.2548
H 3.1332 -3.8776 -0.9186
H 0.4127 -4.5505 -0.1119
H -0.5775 -6.2358 1.3795
H -0.8367 -5.7620 3.7898
H -0.1159 -3.5812 4.7066
H 0.8597 -1.8770 3.2219
H 3.2575 0.3940 0.2196
H 5.6208 0.6974 0.8756
H 6.8149 -1.1133 2.0575
H 5.6533 -3.2300 2.5807
H 3.3013 -3.5455 1.9209
S 0.5804 0.8697 2.1598
C -0.3280 2.3809 2.3555
C -0.1472 3.0858 3.5472
C -0.8277 4.2703 3.7638
C -1.7034 4.7793 2.8092
C -1.8917 4.0873 1.6271
C -1.2010 2.8996 1.4049
As -1.3934 1.8619 -0.1835
C -0.8960 2.9887 -1.6664
C 0.0114 4.0253 -1.4872
C 0.4432 4.7594 -2.5834
C -0.0251 4.4591 -3.8545
C -0.9339 3.4247 -4.0347
C -1.3689 2.6883 -2.9423
C -3.2639 1.5120 -0.4389
C -4.0946 2.4317 -1.0711
C -5.4508 2.1641 -1.1841
C -5.9742 0.9849 -0.6711
C -5.1445 0.0667 -0.0429
C -3.7870 0.3283 0.0733
H 0.5275 2.6983 4.3000
H -0.6763 4.8055 4.6921
H -2.2339 5.7037 2.9914
H -2.5770 4.4667 0.8777
H 0.3786 4.2648 -0.4962
H 1.1455 5.5702 -2.4420
H 0.3111 5.0369 -4.7049
H -1.3123 3.1991 -5.0231
H -2.1083 1.9053 -3.0829
H -3.6890 3.3476 -1.4847
H -6.0994 2.8775 -1.6749
H -7.0328 0.7812 -0.7623
H -5.5540 -0.8504 0.3592
H -3.1371 -0.3817 0.5739
```

Record 2
Formula: C36H30BrF3FeN5O2S
Source: OMol25
Level of theory: ωB97M-V with the def2-TZVPD basis set

Results
Spin multiplicity: 2
Expectation value of S²: 0.761
Relative energy (zero: lowest compared OMol25 entry of this formula, charge and spin) in kJ/mol: 12.6
LUMO energy (alpha / beta) in eV: -0.197 / -0.386
Gap between HOMO and LUMO (alpha / beta) in eV: 8.2 / 8.0
Calculated total energy in eV: -172783.3952

The geometry in XYZ format:
```
79
C36H30BrF3FeN5O2S, DFT ωB97M-V with the def2-TZVPD basis set
Fe 1.0002 0.2018 0.3923
Br -1.3723 -0.0913 5.4703
C -1.6179 -1.3981 4.1029
C -2.7945 -2.1307 4.1208
C -2.9467 -3.0940 3.1387
C -1.9391 -3.2678 2.2057
C -0.8264 -2.4416 2.2657
N -0.6603 -1.5206 3.2169
C 0.2664 -2.6433 1.2318
O 0.4197 -3.7762 0.8081
O 0.9811 -1.6354 0.8637
H -3.5449 -1.9518 4.8758
H -3.8407 -3.7036 3.1081
H -1.9850 -4.0233 1.4353
C -4.3029 -3.7131 -2.7052
C -3.9782 -2.2996 -2.2045
C -4.0796 -2.2999 -0.6793
C -5.0077 -1.3069 -2.7635
C -2.5900 -1.8780 -2.6831
C -2.2860 -1.9478 -4.0562
C -1.0507 -1.5955 -4.5491
C -0.0963 -1.1290 -3.6500
S 1.5682 -0.7429 -3.9429
C 1.7624 -0.4119 -2.2616
N 0.6798 -0.4971 -1.5390
C -0.3920 -0.9807 -2.2954
C -1.6330 -1.3974 -1.8106
C 3.0310 -0.1695 -1.5990
C 4.2568 -0.2231 -2.2562
C 5.4237 -0.1095 -1.5223
C 5.3434 0.0422 -0.1446
C 4.1082 0.1060 0.4933
C 2.9141 0.0068 -0.2163
H -5.2976 -4.0071 -2.3638
H -3.5814 -4.4355 -2.3190
H -4.2959 -3.7775 -3.7935
H -5.0726 -2.6440 -0.3838
H -3.9310 -1.3048 -0.2573
H -3.3439 -2.9720 -0.2341
H -6.0112 -1.5747 -2.4252
H -5.0084 -1.3049 -3.8549
H -4.7884 -0.2937 -2.4222
H -3.0335 -2.3086 -4.7504
H -0.8223 -1.6982 -5.6016
H -1.8235 -1.3449 -0.7530
H 4.3007 -0.3713 -3.3297
H 6.3861 -0.1547 -2.0143
H 6.2525 0.1121 0.4410
H 4.1074 0.2420 1.5691
F -1.1808 1.9393 1.3478
C -1.0061 0.8168 0.5566
F -1.8790 -0.0867 1.0978
F -1.6319 1.1932 -0.6147
C 2.0808 6.1942 -1.5503
C 1.8327 4.7811 -1.1166
C 0.8627 3.9909 -1.7137
C 0.6654 2.6910 -1.2858
N 1.3738 2.1337 -0.2986
C 2.3457 2.8791 0.2483
C 2.5926 4.1837 -0.1154
H 1.1931 6.6284 -2.0068
H 2.8854 6.2231 -2.2880
H 2.3821 6.8156 -0.7081
H 0.2423 4.3786 -2.5107
H -0.0827 2.0699 -1.7481
H 2.9568 2.3984 0.9967
H 3.3845 4.7286 0.3818
N 1.0120 4.4965 5.1549
C 1.2552 3.4643 4.7137
C 1.5822 2.1786 4.1631
C 2.2873 1.2355 4.9025
C 2.5577 0.0185 4.3114
C 2.1398 -0.2078 3.0120
N 1.4828 0.7097 2.2892
C 1.1831 1.8711 2.8700
H 2.5983 1.4563 5.9144
H 3.0864 -0.7594 4.8423
H 2.3323 -1.1435 2.5083
H 0.6183 2.5820 2.2881
```

Record 3
Formula: C36H30BrF3N5O2PdSSb
Source: OMol25
Level of theory: ωB97M-V with the def2-TZVPD basis set

Results
Relative energy (zero: lowest compared OMol25 entry of this formula, charge and spin) in kJ/mol: 12.1
LUMO energy in eV: -5.982
Net charge: +2
Gap between HOMO and LUMO in eV: 7.8
Calculated total energy in eV: -148400.7503

The geometry in XYZ format:
```
80
C36H30BrF3N5O2PdSSb, DFT ωB97M-V with the def2-TZVPD basis set
Pd -0.4006 1.1775 -0.1984
O 5.5721 2.5962 -0.5935
C 4.2898 2.2952 -0.4176
C 3.8023 1.5238 0.6404
C 2.4564 1.2670 0.7014
N 1.5790 1.7216 -0.2120
C 2.0574 2.4895 -1.2019
Br 0.8162 3.2057 -2.4197
C 3.3861 2.7989 -1.3550
H 6.1314 2.2401 0.1088
H 4.4591 1.1309 1.4045
H 2.0392 0.6743 1.5047
H 3.7297 3.4223 -2.1660
N -4.2339 -2.9957 0.6549
C -4.9426 -1.8332 0.6568
O -6.0024 -1.6680 1.2098
C -4.2767 -0.6690 -0.0332
C -5.0597 0.2241 -0.7543
C -4.4527 1.3163 -1.3525
C -3.0942 1.5064 -1.1711
N -2.3524 0.6694 -0.4299
C -2.9263 -0.4122 0.1092
H -4.6982 -3.8003 1.0500
H -3.5672 -3.1669 -0.0814
H -6.1250 0.0494 -0.8327
H -5.0161 2.0218 -1.9457
H -2.5753 2.3549 -1.6007
H -2.2880 -1.0666 0.6911
F 2.5012 -4.9290 2.5516
C 2.0426 -4.0482 1.6645
C 1.3623 -2.9363 2.1251
C 0.8916 -2.0210 1.1958
C 1.0987 -2.2256 -0.1653
C 1.7854 -3.3606 -0.5990
C 2.2642 -4.2807 0.3176
Sb 0.3345 -0.8552 -1.5619
C 1.9777 -0.5099 -2.8263
C 1.8052 0.1485 -4.0430
C 2.9006 0.4627 -4.8288
C 4.1606 0.1181 -4.3719
F 5.2192 0.4240 -5.1205
C 4.3621 -0.5303 -3.1678
C 3.2578 -0.8427 -2.3899
C -1.1083 -2.0256 -2.5580
C -1.7481 -1.5565 -3.7041
C -2.7119 -2.3239 -4.3356
C -3.0279 -3.5581 -3.7985
F -3.9550 -4.3015 -4.3982
C -2.4166 -4.0488 -2.6586
C -1.4523 -3.2716 -2.0356
H 1.2112 -2.8056 3.1876
H 0.3548 -1.1424 1.5443
H 1.9524 -3.5374 -1.6549
H 2.8001 -5.1668 0.0079
H 0.8197 0.4292 -4.3943
H 2.7945 0.9643 -5.7802
H 5.3660 -0.7904 -2.8616
H 3.4074 -1.3549 -1.4472
H -1.5049 -0.5877 -4.1241
H -3.2129 -1.9857 -5.2316
H -2.6837 -5.0306 -2.2916
H -0.9555 -3.6569 -1.1535
N -3.1774 2.1053 2.1664
C -1.9628 2.4821 2.5825
S -0.6923 2.8533 1.4775
N -1.7617 2.5866 3.8889
C -0.5085 2.8876 4.5303
C 0.0041 4.1727 4.4764
C 1.1920 4.4499 5.1344
C 1.8430 3.4513 5.8477
C 1.3093 2.1708 5.9039
C 0.1263 1.8831 5.2402
H -3.4212 2.2548 1.2025
H -3.9334 1.9512 2.8165
H -2.5540 2.4509 4.5039
H -0.5216 4.9469 3.9345
H 1.5981 5.4515 5.1043
H 2.7599 3.6760 6.3746
H 1.8060 1.3982 6.4742
H -0.3057 0.8920 5.2827
```

Record 4
Formula: C36H30BrILaN5O8P2S2
Source: OMol25
Level of theory: ωB97M-V with the def2-TZVPD basis set

Results
Relative energy (zero: lowest compared OMol25 entry of this formula, charge and spin) in kJ/mol: 32.3
LUMO energy in eV: 3.414
Net charge: -2
Gap between HOMO and LUMO in eV: 5.9
Calculated total energy in eV: -180911.0385

The geometry in XYZ format:
```
86
C36H30BrILaN5O8P2S2, DFT ωB97M-V with the def2-TZVPD basis set
La 0.1912 0.2402 0.5870
C 1.2845 4.3972 3.3102
C 0.4296 3.3460 2.7565
O 0.9025 2.5055 1.9940
C -1.0104 3.1568 3.1753
C -1.5377 4.1495 4.0182
C -2.8459 4.2898 4.2864
C -3.7144 3.3026 3.7935
C -3.2703 2.2627 3.0350
C -1.8878 2.1599 2.6525
O -1.5301 1.2496 1.7979
H 1.6240 4.0237 4.2246
H 0.7067 5.3579 3.4313
H 2.1131 4.4500 2.6718
H -0.8705 4.9565 4.2920
H -3.2629 5.0474 4.8740
H -4.7130 3.2828 4.1612
H -3.9985 1.4871 2.6901
S -0.6083 -2.5879 1.7571
C -1.0467 -3.7431 0.5306
C -1.0933 -5.1290 0.7650
C -1.6166 -6.0571 -0.0947
C -1.5096 -7.4238 0.1580
N -1.3111 -8.5364 0.2166
C -2.0402 -5.6092 -1.3745
C -1.8448 -4.2936 -1.7418
C -1.3162 -3.3631 -0.8012
S -1.2364 -1.7066 -1.3227
C -2.7691 -6.4859 -2.1872
N -3.4783 -7.2556 -2.6493
H -0.7152 -5.4631 1.7609
H -2.1206 -4.0376 -2.7947
C 4.1038 -2.5972 -3.5229
C 4.5239 -1.3987 -2.9658
C 3.5891 -0.4349 -2.6284
C 2.1963 -0.7811 -2.7244
C 1.7756 -1.9488 -3.2687
C 2.7657 -2.8757 -3.7476
N 1.2376 0.2105 -2.1628
N 1.2439 1.2070 -2.8809
C 0.3513 2.2838 -2.4136
C 0.3688 3.2341 -3.3962
C -0.4369 4.3252 -3.1345
C -1.1383 4.4763 -1.9671
C -1.1578 3.3775 -1.0588
C -0.3571 2.2533 -1.2443
H 4.8847 -3.2503 -3.9456
H 5.5822 -1.2191 -3.0803
H 3.8760 0.5715 -2.3840
H 0.7906 -2.0743 -3.6057
H 2.4044 -3.7322 -4.2743
H 0.8675 2.9523 -4.2886
H -0.3992 5.1504 -3.8645
H -1.7801 5.3498 -1.8640
H -1.7443 3.6204 -0.1656
N 5.0765 -1.6772 2.4270
C 3.7851 -1.3333 1.8011
C 3.3302 -2.2906 0.7496
P 3.9320 0.4386 1.1070
O 3.7170 1.4221 2.3722
O 5.3397 0.5430 0.6468
O 2.7324 0.4616 0.2271
P 2.4794 -1.3706 3.0566
O 1.9839 -2.9494 3.2754
O 3.1986 -1.0150 4.4121
O 1.3081 -0.4782 2.7202
H 5.7991 -1.2808 1.7980
H 5.1764 -2.6660 2.5416
H 4.1818 -1.1299 4.2968
H 3.8301 -2.2098 -0.1973
H 2.2904 -2.1952 0.5035
H 3.4062 -3.2726 1.1079
H 2.7720 1.7278 2.2195
H 1.1461 -2.9110 2.7295
Br -7.4330 2.6483 -1.8151
C -5.7326 1.8020 -1.8995
C -4.8855 2.2281 -2.9186
C -3.6240 1.7349 -2.9857
C -3.1928 0.8147 -1.9921
C -4.0390 0.3215 -1.0657
C -5.3458 0.7703 -1.0609
I -6.6688 -0.0288 0.2047
H -5.1634 3.0472 -3.5526
H -2.9714 2.0434 -3.7425
H -2.2051 0.4555 -2.0371
H -3.6749 -0.3235 -0.3141
```

Record 5
Formula: C36H30GdN7S2
Source: OMol25
Level of theory: ωB97M-V with the def2-TZVPD basis set

Results
Spin multiplicity: 8
Expectation value of S²: 15.899
Relative energy (zero: lowest compared OMol25 entry of this formula, charge and spin) in kJ/mol: 38.8
LUMO energy (alpha / beta) in eV: -8.161 / -6.725
Net charge: +2
Gap between HOMO and LUMO (alpha / beta) in eV: 5.2 / 6.7
Calculated total energy in eV: -90743.5308

The geometry in XYZ format:
```
76
C36H30GdN7S2, DFT ωB97M-V with the def2-TZVPD basis set
Gd 0.1600 -0.0929 0.0506
C 3.3041 2.9671 0.7385
C 2.8882 4.0431 -0.0565
C 1.5719 4.1236 -0.4268
C 0.6654 3.1123 -0.0347
N 1.0871 2.0235 0.6836
C 2.3837 2.0074 1.0842
N -0.6349 3.3451 -0.2635
C -1.6449 2.5535 -0.3418
N -1.6071 1.1802 -0.5103
C -2.8933 0.7091 -0.3204
N -3.2302 -0.5292 -0.2276
C -2.5301 -1.6248 0.0968
C -3.0120 -2.8771 -0.3518
C -2.4853 -4.0344 0.1578
C -1.5007 -3.9553 1.1514
C -1.0434 -2.7152 1.5306
N -1.4905 -1.5527 0.9935
C -3.8208 1.8317 -0.2029
C -5.1904 1.9027 -0.0364
C -5.7537 3.1676 0.1042
C -4.9734 4.3158 0.0797
C -3.5927 4.2488 -0.0750
C -3.0312 2.9947 -0.2160
H 4.3267 2.8916 1.0739
H 3.5939 4.8075 -0.3418
H 1.1811 4.9440 -1.0062
H 2.6575 1.1794 1.7443
H -3.8056 -2.8780 -1.0807
H -2.8406 -4.9991 -0.1712
H -1.0936 -4.8470 1.6006
H -0.3017 -2.6024 2.3249
H -5.7940 1.0105 -0.0108
H -6.8200 3.2597 0.2389
H -5.4497 5.2775 0.1870
H -2.9819 5.1369 -0.0806
S 2.9550 -0.2453 -0.9463
C 3.5508 -1.7453 -0.4304
N 4.7885 -1.8974 0.0080
C 5.2716 -3.2159 0.3712
C 4.6857 -4.2451 -0.5753
N 3.2399 -4.1395 -0.5513
C 2.4878 -5.3777 -0.5423
C 2.7258 -6.1062 0.7613
C 2.3237 -5.5470 1.9700
C 2.5604 -6.2205 3.1565
C 3.1965 -7.4526 3.1432
C 3.5967 -8.0136 1.9414
C 3.3645 -7.3379 0.7553
C 2.6793 -2.9442 -0.5188
S 1.0037 -2.7727 -0.6304
C 5.7528 -0.8226 0.1410
C 6.7786 -0.8953 -0.9702
C 8.1041 -1.2062 -0.7033
C 9.0284 -1.2435 -1.7345
C 8.6347 -0.9866 -3.0360
C 7.3120 -0.6747 -3.3020
C 6.3868 -0.6240 -2.2755
H 4.9856 -3.4459 1.4054
H 6.3596 -3.2162 0.2982
H 4.9815 -5.2449 -0.2609
H 5.0344 -4.0735 -1.6009
H 2.8240 -5.9985 -1.3759
H 1.4295 -5.1499 -0.6679
H 1.8084 -4.5950 1.9772
H 2.2481 -5.7896 4.0965
H 3.3932 -7.9728 4.0672
H 4.0907 -8.9732 1.9215
H 3.6591 -7.7794 -0.1853
H 6.2505 -0.9287 1.1083
H 5.2301 0.1328 0.1044
H 8.4343 -1.3916 0.3082
H 10.0609 -1.4678 -1.5249
H 9.3554 -1.0173 -3.8389
H 6.9981 -0.4617 -4.3108
H 5.3612 -0.3527 -2.4791
```

Record 6
Formula: C36H30N2O18
Source: OMol25
Level of theory: ωB97M-V with the def2-TZVPD basis set

Results
Relative energy (zero: lowest compared OMol25 entry of this formula, charge and spin) in kJ/mol: 30.6
LUMO energy in eV: -1.880
Gap between HOMO and LUMO in eV: 7.5
SMILES string: CCCCNc1cccc2c1C(=O)NC2=O.O=C1C=C(O)C(=O)C=C1O.O=C1C=C(O)C(=O)C=C1O.O=C1C=C(O)C(=O)C=C1O.O=C1C=C(O)C(=O)C=C1O
Calculated total energy in eV: -77652.5440

The geometry in XYZ format:
```
86
C36H30N2O18, DFT ωB97M-V with the def2-TZVPD basis set
C 2.7936 -0.2776 2.8784
C 1.2925 -0.4408 3.1340
C 0.4404 0.4795 2.2399
C 0.2568 -0.1765 0.8786
N -0.0662 0.8236 -0.1821
C 0.9422 0.8308 -1.2082
C 1.1114 -0.2490 -2.0603
C 2.1024 -0.2811 -3.0371
C 2.9481 0.8226 -3.1840
C 2.7669 1.8913 -2.3450
C 1.7926 1.9234 -1.3509
C 1.8962 3.2117 -0.6221
O 1.2996 3.6217 0.3189
N 2.9048 3.9698 -1.2943
C 3.5046 3.1863 -2.2950
O 4.4039 3.5428 -2.9955
H 2.9831 0.0664 1.8643
H 3.2937 -1.2372 2.9737
H 3.2259 0.4235 3.5848
H 1.0222 -1.4618 2.8681
H 1.0368 -0.3097 4.1812
H -0.5239 0.6168 2.7226
H 0.9414 1.4367 2.1264
H 1.1822 -0.7025 0.6513
H -0.5230 -0.9251 0.9124
H -0.9087 0.5061 -0.6508
H 0.4203 -1.0634 -1.8985
H 2.2038 -1.1392 -3.6798
H 3.7339 0.8437 -3.9244
H 3.5327 4.3507 -0.5897
C 1.6653 6.3429 2.1165
C 0.9031 7.0962 2.9205
C 1.2866 8.5033 3.2904
O 0.5302 9.1266 4.0118
C 2.5349 9.0382 2.7721
C 3.2981 8.2824 1.9722
C 2.9009 6.8835 1.5853
O 3.6512 6.2716 0.8432
O 4.4512 8.6987 1.4618
O -0.2386 6.6719 3.4484
H 1.4055 5.3303 1.8388
H 2.8091 10.0444 3.0554
H 4.7891 7.9595 0.9205
H -0.5823 7.4145 3.9809
C -1.6636 2.8391 -6.7719
C -1.7309 1.5927 -6.2851
C -1.1900 1.2450 -4.9264
O -1.3007 0.0943 -4.5374
C -0.5594 2.2837 -4.1433
C -0.4853 3.5306 -4.6269
C -1.0489 3.8909 -5.9760
O -0.9572 5.0486 -6.3355
O 0.0833 4.5288 -3.9662
O -2.2744 0.5786 -6.9486
H -2.0508 3.1042 -7.7453
H -0.1622 1.9913 -3.1838
H 0.0027 5.3182 -4.5358
H -2.1932 -0.2002 -6.3655
C 0.6876 -4.6578 -0.4835
C 0.8890 -5.9219 -0.8807
C 0.6514 -7.0904 0.0387
O 0.8393 -8.2052 -0.4047
C 0.2143 -6.8212 1.4022
C 0.0202 -5.5585 1.7906
C 0.2314 -4.3944 0.8683
O 0.0115 -3.2793 1.3076
O -0.3805 -5.2289 3.0240
O 1.3054 -6.2421 -2.0975
H 0.8535 -3.8112 -1.1348
H 0.0559 -7.6634 2.0605
H -0.4286 -4.2495 3.0325
H 1.3637 -7.2171 -2.1189
C -4.9818 -7.6942 2.5012
C -6.1991 -7.1800 2.2841
C -6.4505 -5.6978 2.3081
O -7.5832 -5.3145 2.0824
C -5.3370 -4.8140 2.6003
C -4.1166 -5.3236 2.8227
C -3.8607 -6.8099 2.7733
O -2.7264 -7.2045 2.9630
O -3.0676 -4.5565 3.0941
O -7.2684 -7.9236 2.0308
H -4.7901 -8.7577 2.4829
H -5.5336 -3.7516 2.6301
H -2.2733 -5.1255 3.2243
H -8.0100 -7.2991 1.9113
```